[1]
40
Properties=species:S:1:pos:R:3 method="wB97M-V/def2-TZVPD" spin_multiplicity=1 orbital_gap_ev=8.205 lumo_ha=-0.0028
S 3.667 -1.934 -1.356
P 2.575 -1.175 -2.824
B 1.567 0.245 -2.030
C 0.035 0.246 -1.785
C -0.820 -0.526 -2.807
C -0.912 -1.976 -2.358
I -1.917 -3.225 -3.768
H 3.412 -0.664 -3.835
H 1.778 -2.170 -3.415
H 2.217 1.167 -1.660
H -0.269 1.290 -1.756
H -0.211 -0.145 -0.797
H -0.483 -0.424 -3.836
H -1.828 -0.122 -2.761
H 0.089 -2.355 -2.190
H -1.393 -2.004 -1.388
C 0.696 -4.476 2.226
N -0.239 -3.682 1.451
C -0.318 -2.334 1.361
C 0.674 -1.517 2.150
O -1.165 -1.809 0.647
H 1.272 -5.122 1.564
H 0.154 -5.101 2.937
H 1.383 -3.839 2.773
H -0.928 -4.165 0.896
H 0.481 -0.464 1.963
H 0.569 -1.711 3.218
H 1.693 -1.746 1.837
C -1.342 4.350 2.787
N -0.420 3.601 1.954
C -0.313 3.608 0.599
C -1.259 4.500 -0.169
O 0.519 2.913 0.039
H -0.787 4.993 3.473
H -1.956 3.666 3.374
H -1.994 4.970 2.182
H 0.239 2.987 2.405
H -1.049 4.394 -1.228
H -2.295 4.213 0.015
H -1.120 5.544 0.114

---

[2]
40
Properties=species:S:1:pos:R:3 method="wB97M-V/def2-TZVPD" spin_multiplicity=1 orbital_gap_ev=8.867 de_lowest_kcal_mol=56.3 lumo_ha=0.0104
C -0.349 -2.141 3.208
C -0.492 -3.778 3.206
O -0.160 -4.429 1.929
B 1.003 -3.808 1.265
O 2.410 -3.909 1.752
P 0.606 -2.782 -0.349
N 0.050 -1.805 -1.778
C 1.175 -0.904 -2.253
C -1.125 -1.010 -1.221
C -2.699 -1.364 -1.510
O -0.880 0.037 -0.390
H -1.009 -1.758 4.126
H 0.753 -1.761 3.458
H -0.806 -1.612 2.257
H -1.647 -4.008 3.402
H 0.090 -4.307 4.095
H 2.520 -4.699 2.362
H 1.316 -1.605 0.168
H 1.260 -3.747 -1.195
H -0.815 -2.861 0.019
H 1.516 -0.121 -1.436
H 2.037 -1.600 -2.638
H 0.772 -0.326 -3.212
H -3.280 -1.597 -0.516
H -3.203 -0.411 -1.983
H -2.775 -2.320 -2.182
C -0.052 5.528 0.326
C 0.048 5.362 -1.177
O 1.221 4.611 -1.535
C 1.279 3.263 -1.593
C 0.175 2.463 -0.964
O 2.258 2.701 -2.083
H -0.157 4.563 0.831
H -0.912 6.152 0.591
H 0.857 5.994 0.721
H -0.855 4.921 -1.613
H 0.159 6.351 -1.638
H 0.436 2.244 0.075
H 0.071 1.523 -1.515
H -0.798 2.949 -1.009

---

[3]
39
Properties=species:S:1:pos:R:3 method="wB97M-V/def2-TZVPD" spin_multiplicity=5 orbital_gap_ev="7.492 / 6.423" charge=+3 de_lowest_kcal_mol=78.8 lumo_ha="-0.4188 / -0.4625"
I 2.739 0.960 -3.333
I 0.503 1.962 -2.749
Ru -1.113 -1.588 0.727
P -0.407 -1.792 -1.385
C 0.513 -1.723 -2.969
C 0.236 -3.456 -0.906
H 0.125 -4.105 -1.780
H -2.056 -2.558 -2.971
H -0.312 -3.840 -0.025
H -2.788 -2.287 -1.320
H 1.593 -1.669 -2.796
H 1.296 -3.326 -0.665
C -2.097 -1.912 -2.092
H 0.248 -2.645 -3.523
H -2.365 -0.896 -2.387
H 0.202 -0.837 -3.546
P -0.522 0.482 1.824
C -0.062 1.874 2.916
C -2.314 0.414 1.787
H -0.471 -1.998 2.450
H -0.648 -0.823 3.760
H 0.977 -1.042 2.968
C -0.105 -0.986 2.818
H -2.704 -0.577 1.403
H -2.620 0.481 2.833
H -0.556 1.731 3.885
H -0.391 2.826 2.469
H -2.722 1.214 1.172
H 1.030 1.890 3.055
Cl -2.497 -3.302 1.171
C 2.480 3.785 -0.954
C 1.797 2.902 0.118
C 0.852 1.818 -0.257
N 0.213 0.992 0.366
H 3.153 3.203 -1.594
H 3.105 4.523 -0.434
H 1.763 4.348 -1.557
H 2.628 2.394 0.656
H 1.296 3.561 0.864

---

[4]
41
Properties=species:S:1:pos:R:3 method="wB97M-V/def2-TZVPD" spin_multiplicity=1 orbital_gap_ev=4.884 charge=-1 lumo_ha=0.0656
Cu -18.117 3.206 -8.287
O -16.535 4.242 -11.265
H -16.117 3.615 -11.887
O -18.681 6.295 -6.773
H -19.411 6.369 -6.128
C -23.136 2.539 -4.948
O -22.301 2.194 -5.765
N -24.230 1.797 -4.712
C -25.286 2.202 -3.896
C -24.508 0.442 -5.268
H -23.108 3.426 -4.296
H -24.831 2.885 -3.179
H -25.595 1.362 -3.274
H -26.162 2.570 -4.431
H -23.614 0.130 -5.808
H -24.770 -0.200 -4.426
H -25.237 0.435 -6.078
C -17.227 -1.362 -5.848
O -16.804 -0.722 -6.764
N -17.663 -2.674 -6.058
C -18.434 -3.355 -5.025
C -17.647 -3.244 -7.416
H -17.228 -1.066 -4.787
H -17.961 -3.043 -4.094
H -18.387 -4.439 -5.129
H -19.473 -3.027 -5.017
H -18.613 -3.335 -7.913
H -16.948 -2.793 -8.121
H -17.277 -4.261 -7.286
C -23.215 4.760 -10.050
O -22.539 3.998 -10.756
N -24.561 4.697 -9.906
C -25.131 5.817 -9.069
C -25.483 3.821 -10.674
H -22.705 5.464 -9.375
H -25.964 5.574 -8.410
H -25.450 6.636 -9.714
H -24.354 6.328 -8.500
H -26.385 3.481 -10.164
H -25.784 4.417 -11.536
H -24.978 2.929 -11.044

---

[5]
37
Properties=species:S:1:pos:R:3 method="wB97M-V/def2-TZVPD" spin_multiplicity=1 orbital_gap_ev=12.019 charge=+2 de_lowest_kcal_mol=16.5 lumo_ha=-0.2207
C -0.131 2.449 0.712
C -0.939 1.138 0.701
N -2.413 1.609 0.478
C -0.599 0.114 -0.338
C -0.961 0.613 -1.722
N 0.861 -0.468 -0.204
C 1.385 -0.591 1.173
C 2.834 -0.987 0.856
C 3.277 0.014 -0.247
C 1.986 0.114 -1.044
C -1.483 -1.311 -0.071
N -0.895 -2.522 -0.649
O -2.785 -0.881 -0.577
O -1.434 -1.338 1.337
H -0.423 2.965 -0.206
H -0.380 3.142 1.562
H 0.999 2.210 0.617
H -0.744 0.730 1.651
H -2.615 2.664 0.411
H -2.961 1.268 1.284
H -2.839 0.947 -0.291
H -0.306 0.029 -2.392
H -2.053 0.536 -2.123
H -0.572 1.622 -1.906
H 0.600 -1.462 -0.692
H 0.990 -1.409 1.863
H 1.441 0.326 1.648
H 2.702 -2.093 0.373
H 3.452 -0.941 1.730
H 3.511 0.935 0.286
H 4.293 -0.216 -0.779
H 1.692 1.232 -1.276
H 1.941 -0.446 -1.954
H -0.682 -3.252 0.063
H -1.597 -2.989 -1.252
H -3.267 -1.665 -0.909
H -1.885 -2.086 1.887

---

[6]
35
Properties=species:S:1:pos:R:3 method="wB97M-V/def2-TZVPD" spin_multiplicity=1 orbital_gap_ev=9.822 de_lowest_kcal_mol=0.0 lumo_ha=0.0279
C -2.478 0.092 -0.162
C -2.238 -1.210 -1.015
C -3.213 -2.356 -0.721
N -0.903 -1.780 -0.588
Si 0.597 -0.763 -0.801
C 0.835 -0.603 -2.623
C 2.149 -1.713 -0.108
O 0.535 0.821 -0.173
C 1.028 1.543 0.997
C 0.833 0.818 2.324
C 2.472 1.946 0.780
C 0.181 2.817 1.079
H -2.496 -0.237 0.846
H -1.724 0.911 -0.397
H -3.401 0.509 -0.491
H -2.163 -1.010 -2.072
H -2.863 -3.256 -1.204
H -3.066 -2.593 0.318
H -4.248 -2.287 -0.984
H -0.837 -1.940 0.471
H 1.647 -1.239 -2.970
H 1.061 0.458 -2.789
H -0.113 -0.907 -3.080
H 2.278 -2.665 -0.514
H 1.944 -1.841 0.925
H 3.042 -1.096 -0.116
H -0.154 0.355 2.352
H 1.099 1.654 3.039
H 1.517 0.022 2.404
H 3.071 1.095 0.307
H 2.943 2.292 1.749
H 2.536 2.667 -0.040
H 0.183 3.312 0.113
H -0.835 2.657 1.434
H 0.783 3.526 1.708

---

[7]
42
Properties=species:S:1:pos:R:3 method="wB97M-V/def2-TZVPD" spin_multiplicity=8 orbital_gap_ev="5.544 / 4.947" charge=+2 de_lowest_kcal_mol=167.9 lumo_ha="-0.2373 / -0.3383"
I 4.199 -2.139 -3.875
I 3.782 -3.690 -1.735
Gd 0.607 -0.109 -0.578
P 2.399 0.865 0.845
C 2.483 0.090 2.427
C 3.968 0.689 0.029
H 4.700 1.189 0.667
H 2.951 2.987 1.649
H 3.946 1.155 -0.965
H 2.027 3.124 0.113
H 2.696 -0.983 2.327
H 4.229 -0.371 -0.091
C 2.102 2.609 1.079
H 3.294 0.583 2.964
H 1.167 2.778 1.631
H 1.540 0.203 2.979
P -1.058 -0.801 -2.289
C -2.091 -2.112 -1.716
C -2.089 0.588 -2.724
H 0.445 -0.538 -4.139
H -0.992 -1.559 -4.492
H 0.397 -2.220 -3.563
C -0.214 -1.330 -3.760
H -1.478 1.432 -3.069
H -2.746 0.240 -3.523
H -2.776 -2.338 -2.533
H -2.653 -1.816 -0.821
H -2.682 0.924 -1.862
H -1.495 -3.001 -1.469
Cl 1.356 1.558 -2.291
S -1.083 1.857 0.244
C -1.768 0.864 1.455
N -2.876 0.113 1.296
C -3.238 -0.556 2.535
C -2.166 -0.090 3.522
N -1.328 0.791 2.728
H -3.425 0.031 0.421
H -3.213 -1.639 2.384
H -4.234 -0.234 2.843
H -1.565 -0.923 3.897
H -2.603 0.472 4.350
H -0.514 1.306 3.111

---

[8]
38
Properties=species:S:1:pos:R:3 method="wB97M-V/def2-TZVPD" spin_multiplicity=1 orbital_gap_ev=5.514 charge=+2 de_lowest_kcal_mol=44.3 lumo_ha=-0.3775
Y 25.283 -16.801 24.929
Cl 26.013 -15.965 23.312
C 28.408 -16.161 22.298
C 28.458 -15.915 20.789
C 27.848 -17.183 20.118
O 27.615 -14.750 20.638
H 29.244 -16.698 22.746
H 27.498 -16.724 22.505
H 28.256 -15.232 22.849
H 29.503 -15.834 20.489
H 28.145 -18.127 20.574
H 28.166 -17.329 19.085
H 26.758 -17.212 20.117
H 26.885 -14.816 21.258
C 24.426 -13.106 21.002
C 23.447 -13.742 22.044
C 22.504 -14.867 21.628
O 24.283 -14.307 23.058
H 24.604 -12.080 21.326
H 24.033 -13.040 19.987
H 25.352 -13.681 20.989
H 22.981 -12.843 22.448
H 21.533 -14.757 22.110
H 22.755 -15.914 21.801
H 22.228 -14.838 20.574
H 25.082 -14.772 22.800
C 27.423 -13.070 23.288
C 27.787 -13.854 24.639
C 26.764 -13.893 25.719
O 27.859 -15.202 24.294
H 27.147 -12.054 23.570
H 26.609 -13.465 22.680
H 28.356 -13.151 22.731
H 28.759 -13.554 25.030
H 25.870 -14.418 25.384
H 26.529 -12.861 25.980
H 27.273 -14.476 26.486
H 27.162 -15.350 23.651

---

[9]
37
Properties=species:S:1:pos:R:3 method="wB97M-V/def2-TZVPD" spin_multiplicity=1 orbital_gap_ev=9.507 charge=-1 de_lowest_kcal_mol=0.0 lumo_ha=0.1286
F -19.039 -15.955 -14.882
C -18.277 -12.247 -15.596
C -17.332 -13.285 -16.201
C -15.999 -12.666 -16.581
O -17.026 -14.272 -15.235
H -19.263 -12.713 -15.514
H -18.327 -11.320 -16.172
H -17.971 -12.014 -14.575
H -17.753 -13.770 -17.091
H -15.490 -12.373 -15.659
H -16.095 -11.792 -17.227
H -15.396 -13.439 -17.060
H -17.837 -14.828 -15.133
C -23.275 -14.226 -14.149
C -21.975 -14.621 -14.823
C -21.828 -14.077 -16.234
O -20.881 -14.254 -14.009
H -23.534 -13.175 -14.313
H -23.276 -14.416 -13.077
H -24.071 -14.846 -14.575
H -21.986 -15.722 -14.873
H -20.803 -14.259 -16.571
H -21.850 -12.980 -16.160
H -22.536 -14.446 -16.973
H -20.132 -14.778 -14.379
C -18.824 -17.137 -19.377
C -19.234 -16.887 -17.951
C -20.211 -17.921 -17.410
O -18.039 -16.773 -17.191
H -18.361 -16.243 -19.805
H -19.619 -17.482 -20.038
H -17.995 -17.854 -19.364
H -19.703 -15.894 -17.868
H -20.490 -17.617 -16.398
H -19.685 -18.866 -17.237
H -21.035 -18.015 -18.114
H -18.353 -16.409 -16.327

---

[10]
39
Properties=species:S:1:pos:R:3 method="wB97M-V/def2-TZVPD" spin_multiplicity=1 orbital_gap_ev=4.631 charge=-1 de_lowest_kcal_mol=77.2 lumo_ha=0.0579
Li -21.199 -5.012 -3.756
C -23.759 -7.546 0.878
C -23.072 -7.465 -0.416
O -22.331 -6.233 -0.537
H -24.486 -6.741 0.982
H -23.188 -7.618 1.804
H -24.445 -8.388 0.794
H -23.832 -7.541 -1.194
H -22.454 -8.361 -0.470
C -18.562 -7.176 -7.626
C -19.230 -7.513 -6.335
O -18.898 -6.631 -5.333
H -18.693 -6.114 -7.834
H -19.085 -7.710 -8.418
H -17.501 -7.427 -7.633
H -18.987 -8.556 -6.132
H -20.315 -7.565 -6.422
C -25.783 -4.706 -7.437
C -24.378 -5.235 -7.269
C -23.450 -4.920 -8.397
O -23.820 -4.589 -6.121
H -25.757 -3.617 -7.416
H -26.415 -5.137 -6.662
H -26.058 -4.972 -8.458
H -24.514 -6.296 -7.060
H -22.530 -5.489 -8.254
H -23.161 -3.894 -8.624
H -23.946 -5.459 -9.204
H -23.724 -3.641 -6.243
C -16.609 -1.360 -1.155
C -15.669 -1.759 0.126
O -16.349 -2.422 1.137
O -16.914 -2.573 -1.856
H -16.098 -0.627 -1.779
H -17.542 -0.902 -0.827
H -15.167 -0.971 0.687
H -14.767 -2.339 -0.067
H -17.030 -1.932 1.603
H -17.529 -2.327 -2.550

---

[11]
38
Properties=species:S:1:pos:R:3 method="wB97M-V/def2-TZVPD" spin_multiplicity=2 orbital_gap_ev="7.003 / 6.638" charge=+2 lumo_ha="-0.3764 / -0.3612"
V 0.059 0.318 -0.081
H -0.587 -0.617 1.103
H 0.064 -1.207 0.662
P -1.576 1.522 1.085
P 2.120 -0.463 -0.770
C 2.213 -0.873 -2.558
H 3.244 -1.131 -2.831
H 1.574 -1.744 -2.742
H 1.854 -0.026 -3.158
C 3.391 0.836 -0.658
H 3.496 1.114 0.397
H 4.348 0.466 -1.054
H 3.061 1.710 -1.236
C 2.952 -1.873 0.043
H 2.342 -2.771 -0.104
H 3.940 -2.029 -0.410
H 3.048 -1.661 1.115
C -1.033 3.246 1.380
H -1.817 3.822 1.889
H -0.128 3.224 1.999
H -0.796 3.723 0.421
C -3.152 1.791 0.191
H -3.667 0.832 0.052
H -3.807 2.474 0.751
H -2.949 2.225 -0.797
C -2.173 1.026 2.742
H -1.308 0.927 3.409
H -2.871 1.775 3.146
H -2.675 0.053 2.662
C -0.910 -0.066 -1.656
O -1.641 -0.310 -2.564
H 0.909 0.647 1.234
C -1.668 -2.826 -0.437
C -0.307 -2.369 -0.701
O 0.492 -2.916 -1.417
H -2.427 -2.209 -0.959
H -1.873 -2.767 0.650
H -1.741 -3.875 -0.798

---

[12]
36
Properties=species:S:1:pos:R:3 method="wB97M-V/def2-TZVPD" spin_multiplicity=1 orbital_gap_ev=10.868 de_lowest_kcal_mol=19.8 lumo_ha=0.0201
C 3.216 0.170 2.236
C 2.343 1.391 2.527
C 1.908 1.386 3.995
O 3.011 2.605 2.234
H 2.592 -0.706 2.070
H 3.897 -0.001 3.071
H 3.852 0.289 1.358
H 1.444 1.334 1.900
H 2.745 1.574 4.668
H 1.527 0.415 4.341
H 1.050 2.038 4.169
H 2.358 3.305 2.171
C -0.491 -2.986 1.386
C -0.727 -2.298 0.036
C 0.398 -1.356 -0.322
O -0.913 -3.366 -0.874
H -0.364 -2.201 2.134
H 0.385 -3.634 1.368
H -1.337 -3.630 1.627
H -1.641 -1.695 0.132
H 0.248 -0.376 0.135
H 0.258 -1.113 -1.385
H 1.394 -1.776 -0.203
H -1.180 -3.103 -1.759
C -2.119 0.011 -3.858
C -2.639 1.240 -3.170
C -1.737 1.662 -1.991
O -2.643 2.294 -4.135
H -1.212 0.216 -4.434
H -2.844 -0.372 -4.581
H -1.828 -0.847 -3.247
H -3.657 1.094 -2.795
H -1.798 0.832 -1.278
H -2.146 2.611 -1.638
H -0.678 1.840 -2.175
H -2.671 3.153 -3.712

---

[13]
37
Properties=species:S:1:pos:R:3 method="wB97M-V/def2-TZVPD" spin_multiplicity=2 orbital_gap_ev="6.784 / 6.302" charge=+4 de_lowest_kcal_mol=2.4 lumo_ha="-0.6780 / -0.7031"
Tl 2.296 0.530 -0.347
C 1.191 4.981 1.637
C 0.781 3.572 2.115
C -0.662 3.534 2.631
O 0.885 2.667 1.064
H 0.597 5.467 0.863
H 2.253 5.083 1.411
H 1.058 5.539 2.563
H 1.478 3.158 2.844
H -0.904 2.618 3.169
H -1.421 3.757 1.881
H -0.631 4.311 3.396
H 0.157 2.969 0.517
C -0.328 -3.251 -2.950
C 1.117 -2.796 -2.507
C 2.281 -2.855 -3.504
O 0.952 -1.449 -2.118
H -0.496 -4.313 -2.774
H -0.627 -3.098 -3.986
H -1.103 -2.744 -2.375
H 1.415 -3.427 -1.670
H 3.162 -2.245 -3.304
H 1.871 -2.392 -4.402
H 2.606 -3.886 -3.650
H 0.423 -0.964 -2.755
C -1.139 -2.476 1.245
C -1.358 -1.147 0.480
C -2.499 -0.293 0.950
O -0.086 -0.491 0.827
H -0.089 -2.764 1.197
H -1.897 -3.204 0.959
H -1.321 -2.380 2.315
H -1.442 -1.148 -0.606
H -2.446 0.669 0.440
H -2.608 -0.178 2.029
H -3.441 -0.744 0.639
H -0.024 -0.610 1.777

---

Number 1: E -45682.4678 eV. Number 2: E -31394.7131 eV. Number 3: E -61046.2040 eV. Number 4: E -69047.0230 eV. Number 5: E -18253.6590 eV. Number 6: E -21122.7983 eV. Number 7: E -91655.1916 eV. Number 8: E -29401.3732 eV. Number 9: E -18584.6862 eV. Number 10: E -20159.8661 eV. Number 11: E -58060.9207 eV. Number 12: E -15863.9837 eV. Number 13: E -20503.4872 eV.